Record 1
Computed, not measured: an isolated ion of composition C13H11N2 and charge +1 at a distorted geometry, with ωB97M-V/def2-TZVPD.

HOMO energy   -12.3 eV
E_LUMO   -4.668 eV
Largest force on an atom   6.0 eV/Å
HOMO-LUMO gap   7.6791 eV
Total charge   +1
Energy above the lowest of the compared OMol25 structures with the same formula, charge and spin   181.1 kcal per mole
Total energy   -16626.731 eV

Element x y z (Å)
C: -0.6080 -0.3860 -3.6488
C: 0.8786 -0.2256 -3.5485
C: -1.3741 -1.3366 -3.0560
C: 1.6374 -0.4389 -2.4947
C: 0.4100 1.6275 1.2886
C: 0.0897 2.6533 2.2069
C: -0.5252 -3.4000 -1.7188
C: -0.8339 -2.3786 -2.3199
C: -0.0202 0.4132 1.7173
C: 0.1221 -0.8268 1.0765
C: 1.1072 -0.5952 -1.3036
C: -0.7003 0.6443 2.9829
C: -0.5762 2.1438 3.2490
N: 0.7370 -0.5788 -0.2063
N: -0.0769 -2.0602 1.2956
H: -1.1857 0.4383 -4.0825
H: 1.3948 -0.1295 -4.5007
H: -2.4457 -1.3769 -3.2237
H: 2.6662 -0.3221 -2.6624
H: 1.1163 1.6183 0.4505
H: 0.2498 3.6224 1.8975
H: -0.2948 -4.3095 -1.1783
H: -1.7094 0.3903 3.1087
H: -0.1124 0.2193 3.8348
H: -1.2640 2.6853 3.9138
H: -0.3753 -2.1815 2.2537

Results of the natural (NBO) charge analysis, in e, for atoms 1 through 5: C -0.251; C 0.031; C -0.196; C -0.445; C -0.082

Record 2
Computed, not measured: a 2-piece molecular cluster, C13H11N2O4S overall at a distorted geometry, with ωB97M-V/def2-TZVPD.

HOMO energy   -4.1 eV
E_LUMO   2.416 eV
Largest force on an atom   3.3 eV/Å
HOMO-LUMO gap   6.5615 eV
Total charge   -1
Total energy   -35665.396 eV

Element x y z (Å)
C: 0.7702 3.9265 3.2176
C: 0.3675 2.5804 2.6779
C: -0.6502 2.4971 1.7209
C: -1.0450 1.2670 1.2006
C: -0.4416 0.0975 1.6620
S: -0.8866 -1.4709 0.9184
N: -2.4864 -1.8216 1.5920
C: -3.0167 -2.9595 1.6007
O: -3.1807 -4.1275 1.6778
O: -1.0935 -1.2290 -0.4830
O: 0.0360 -2.4616 1.3977
C: 0.5980 0.1626 2.5949
C: 0.9875 1.4006 3.1065
H: 1.5694 3.8287 3.9571
H: 1.1219 4.5865 2.4149
H: -0.0819 4.4272 3.6938
H: -1.1334 3.4137 1.3750
H: -1.8165 1.2150 0.4373
H: 1.0983 -0.7491 2.9104
H: 1.7877 1.4600 3.8480
O: -4.9257 -2.3629 1.1910
C: -5.8273 -3.1812 0.7810
C: -6.0519 -3.4519 -0.6185
C: -6.8590 -4.5145 -0.9919
N: -7.5303 -5.2717 -0.1095
C: -7.4445 -4.9691 1.1956
C: -6.6656 -3.9320 1.6827
H: -5.5243 -2.8638 -1.3621
H: -6.9717 -4.7709 -2.0490
H: -8.0247 -5.5864 1.8867
H: -6.6159 -3.7224 2.7454

Results of the natural (NBO) charge analysis, in e, for atoms 1 through 5: C -0.630; C -0.003; C -0.243; C -0.092; C -0.351

Record 3
Computed, not measured: C13H12AgCl2N2O4S as an isolated structure, with ωB97M-V/def2-TZVPD.

HOMO energy (spin up / spin down)   1.6 / -1.6 eV
E_LUMO (spin up / spin down)   4.743 / 4.742 eV
Largest force on an atom   0.2 eV/Å
HOMO-LUMO gap (spin up / spin down)   3.1214 / 6.3867 eV
Spin multiplicity   2
Total charge   -2
Energy above the lowest of the compared OMol25 structures with the same formula, charge and spin   0.0 kcal per mole
Total energy   -64724.646 eV
⟨S²⟩   0.763

Element x y z (Å)
Ag: 0.1817 -0.0168 -0.0969
O: 3.3272 -0.2564 0.3818
C: 2.9025 -1.1198 1.4293
C: 2.0258 -0.4501 2.4473
C: 2.4667 -0.2804 3.7328
C: 1.6366 0.2904 4.7368
C: 0.3316 0.6608 4.3023
C: -0.0429 0.4683 3.0036
N: 0.7600 -0.0793 2.0315
H: 3.0789 -0.6811 -0.4637
H: 3.7838 -1.5171 1.9494
H: 2.3550 -1.9677 0.9962
H: 3.4772 -0.5992 3.9718
H: 1.9778 0.4366 5.7532
H: -0.3855 1.0982 4.9907
H: -1.0388 0.7486 2.6756
O: -2.4583 0.2824 -0.4816
N: -2.8016 1.2319 -1.2837
C: -4.1069 1.5973 -1.3047
C: -4.6051 2.5825 -2.1195
C: -3.7141 3.2423 -2.9676
C: -2.3911 2.8781 -2.9416
C: -1.8779 1.8642 -2.1035
S: -0.2303 1.4430 -2.1178
H: -4.7064 1.0248 -0.6132
H: -5.6596 2.8188 -2.0827
H: -4.0535 4.0281 -3.6319
H: -1.6678 3.3679 -3.5789
Cl: 2.0827 -5.1382 -1.6652
C: 1.7370 -3.7395 -2.7334
Cl: 0.3108 -4.0985 -3.7432
C: 1.5838 -2.4418 -1.8759
O: 2.6422 -1.7775 -1.8654
O: 0.4936 -2.2503 -1.3328
H: 2.5852 -3.6504 -3.3991

Results of the natural (NBO) charge analysis, in e, for atoms 1 through 5: Ag 0.784; O -0.772; C -0.089; C 0.113; C -0.272

Please write out number 3 again, unchanged.
Computed, not measured: C13H12AgCl2N2O4S as an isolated structure, with ωB97M-V/def2-TZVPD.

HOMO energy (spin up / spin down)   1.6 / -1.6 eV
E_LUMO (spin up / spin down)   4.743 / 4.742 eV
Largest force on an atom   0.2 eV/Å
HOMO-LUMO gap (spin up / spin down)   3.1214 / 6.3867 eV
Spin multiplicity   2
Total charge   -2
Energy above the lowest of the compared OMol25 structures with the same formula, charge and spin   0.0 kcal per mole
Total energy   -64724.646 eV
⟨S²⟩   0.763

Element x y z (Å)
Ag: 0.1817 -0.0168 -0.0969
O: 3.3272 -0.2564 0.3818
C: 2.9025 -1.1198 1.4293
C: 2.0258 -0.4501 2.4473
C: 2.4667 -0.2804 3.7328
C: 1.6366 0.2904 4.7368
C: 0.3316 0.6608 4.3023
C: -0.0429 0.4683 3.0036
N: 0.7600 -0.0793 2.0315
H: 3.0789 -0.6811 -0.4637
H: 3.7838 -1.5171 1.9494
H: 2.3550 -1.9677 0.9962
H: 3.4772 -0.5992 3.9718
H: 1.9778 0.4366 5.7532
H: -0.3855 1.0982 4.9907
H: -1.0388 0.7486 2.6756
O: -2.4583 0.2824 -0.4816
N: -2.8016 1.2319 -1.2837
C: -4.1069 1.5973 -1.3047
C: -4.6051 2.5825 -2.1195
C: -3.7141 3.2423 -2.9676
C: -2.3911 2.8781 -2.9416
C: -1.8779 1.8642 -2.1035
S: -0.2303 1.4430 -2.1178
H: -4.7064 1.0248 -0.6132
H: -5.6596 2.8188 -2.0827
H: -4.0535 4.0281 -3.6319
H: -1.6678 3.3679 -3.5789
Cl: 2.0827 -5.1382 -1.6652
C: 1.7370 -3.7395 -2.7334
Cl: 0.3108 -4.0985 -3.7432
C: 1.5838 -2.4418 -1.8759
O: 2.6422 -1.7775 -1.8654
O: 0.4936 -2.2503 -1.3328
H: 2.5852 -3.6504 -3.3991

Results of the natural (NBO) charge analysis, in e, for atoms 1 through 5: Ag 0.784; O -0.772; C -0.089; C 0.113; C -0.272

> largest force on an atom of number 1 (C13H11N2)?

6.0 eV/Å

> What is the formula in the first record?

C13H11N2

> The lowest largest force on an atom belongs to which entry?

C13H12AgCl2N2O4S